Record 1
{
  "formula": "C14H15BaCl2N2S",
  "method": "ωB97M-V with the def2-TZVPD basis set",
  "e_homo_ev": -10.85,
  "orbital_gap_ev": 8.15,
  "max_force_ev_per_a": 0.93,
  "total_charge": 1,
  "species": ["Ba", "C", "C", "C", "C", "C", "H", "H", "H", "H", "H", "Cl", "C", "Cl", "H", "H", "S", "C", "C", "N", "C", "H", "H", "H", "C", "C", "C", "N", "C", "C", "H", "H", "H", "H", "H"],
  "xyz": [[-0.128, 1.498, -0.875], [-2.555, 2.836, -1.410], [-3.034, 1.575, -1.013], [-2.779, 1.433, 0.377], [-2.155, 2.602, 0.820], [-1.961, 3.461, -0.292], [-2.602, 3.257, -2.406], [-3.569, 0.877, -1.641], [-3.086, 0.613, 1.009], [-1.852, 2.828, 1.834], [-1.488, 4.433, -0.274], [-0.905, -0.589, -3.478], [0.648, -0.598, -4.325], [1.806, 0.514, -3.552], [0.496, -0.264, -5.344], [1.062, -1.597, -4.281], [-1.820, -3.602, 0.158], [-0.113, -3.523, 0.136], [0.285, -2.243, -0.067], [-0.733, -1.329, -0.209], [-1.890, -1.920, -0.110], [0.499, -4.398, 0.280], [1.314, -1.919, -0.113], [-2.833, -1.400, -0.201], [3.058, -0.835, 3.115], [1.762, -0.389, 3.318], [1.136, 0.310, 2.302], [1.722, 0.578, 1.130], [2.974, 0.148, 0.948], [3.679, -0.560, 1.906], [3.578, -1.384, 3.888], [1.242, -0.578, 4.247], [0.118, 0.666, 2.424], [3.432, 0.383, -0.007], [4.691, -0.883, 1.707]]
}

---

Record 2
{
  "formula": "C8H9BrN4",
  "method": "ωB97M-V with the def2-TZVPD basis set",
  "e_homo_ev": -9.41,
  "smiles": "c1cnc2ncnn2c1.C=C(C)Br",
  "orbital_gap_ev": 9.45,
  "max_force_ev_per_a": 4.31,
  "species": ["C", "C", "N", "C", "N", "C", "N", "N", "C", "H", "H", "H", "H", "C", "C", "C", "Br", "H", "H", "H", "H", "H"],
  "xyz": [[-2.079, 0.855, 1.193], [-1.187, 0.254, 2.144], [-0.490, -0.813, 1.996], [-0.595, -1.421, 0.782], [-0.007, -2.521, 0.240], [-0.559, -2.657, -0.959], [-1.401, -1.694, -1.225], [-1.435, -0.920, -0.177], [-2.125, 0.226, -0.043], [-2.720, 1.780, 1.306], [-1.046, 0.842, 3.097], [-0.237, -3.239, -1.814], [-3.006, 0.431, -0.734], [1.539, -0.160, -1.462], [1.545, 1.037, -0.858], [2.449, 1.529, 0.240], [0.169, 2.318, -1.470], [0.881, -0.260, -2.292], [2.376, -0.674, -1.216], [2.842, 2.453, -0.112], [1.874, 1.804, 1.064], [3.213, 0.830, 0.300]]
}

---

Record 3
{
  "formula": "C2H2NO3",
  "method": "ωB97M-V with the def2-TZVPD basis set",
  "e_homo_ev": -1.72,
  "orbital_gap_ev": 5.37,
  "max_force_ev_per_a": 1.28,
  "total_charge": -1,
  "species": ["C", "C", "N", "O", "O", "O", "H", "H"],
  "xyz": [[-0.587, 0.744, 0.327], [2.309, -0.440, -0.172], [-1.633, -0.205, 0.170], [2.369, -0.189, -1.311], [-0.973, 1.939, 0.347], [2.479, -0.806, 0.924], [-1.390, -1.127, -0.158], [-2.574, 0.084, -0.126]]
}